1.
Below is 2 unconnected molecules or ions with the total composition C12H29NO4 in a non-equilibrium geometry, with properties calculated with ωB97M-V with the def2-TZVPD basis set.

The maximum force comes out at 0.026 hartree/bohr. The value obtained for the total energy is -830.06650 Eh. The energy above the lowest of the compared OMol25 structures with the same formula, charge and spin is 486.81 kJ/mol.

```
46
C12H29NO4, DFT ωB97M-V with the def2-TZVPD basis set
C 0.24412 4.36958 -1.61739
C 1.17145 3.18278 -1.60342
O 1.51825 2.87013 -0.22956
C 2.42170 3.35644 -2.45587
O 2.63691 2.17763 -3.19216
C 2.44545 2.33112 -4.64029
O 0.99943 2.22263 -4.88577
H 0.83302 5.27546 -1.52062
H -0.27575 4.42771 -2.56508
H -0.48263 4.32150 -0.81738
H 0.64643 2.31868 -1.99219
H 1.79349 1.94262 -0.28578
H 3.28361 3.56441 -1.82407
H 2.24740 4.15979 -3.17272
H 2.78099 1.35799 -4.99167
H 0.55959 2.98470 -4.49324
C -2.73541 -0.77841 2.45612
C -1.89967 -0.84955 1.19516
N -0.41003 -0.71181 1.40336
C -0.15455 0.62708 2.03867
C 0.28188 -0.64996 0.05371
C 0.20641 -1.88006 -0.83430
C 0.19727 -1.73120 2.34203
C -0.02116 -3.20969 2.08389
O -1.39035 -3.54226 2.14418
C -1.73145 -4.72375 1.42488
H -2.69404 0.20394 2.92428
H -3.77507 -0.95923 2.18825
H -2.45525 -1.52976 3.18997
H -2.17357 -0.03632 0.52173
H -2.07464 -1.78027 0.67157
H -0.62571 1.39379 1.42986
H 0.91877 0.79090 2.07633
H -0.55840 0.62851 3.04477
H 1.32394 -0.40210 0.24984
H -0.17117 0.19539 -0.46317
H 0.97265 -2.60908 -0.58263
H 0.41491 -1.56776 -1.85727
H -0.76749 -2.36558 -0.83339
H -0.19149 -1.48754 3.32850
H 1.26681 -1.52239 2.33727
H 0.50521 -3.74315 2.88555
H 0.42578 -3.53096 1.14560
H -0.87112 -5.37952 1.28610
H -2.14288 -4.45647 0.44680
H -2.49364 -5.25594 1.98955
```

Atomic partial charges in e from the Löwdin method, atoms 1 to 8: -0.0527 -0.4252 -0.0869 -0.2441 -0.2597 -0.3354 -0.1990 0.0818

2.
Below is a molecular structure, C12H29NO8P2RuSe2Te in a non-equilibrium geometry, with properties calculated with ωB97M-V with the def2-TZVPD basis set.

Its spin multiplicity is 2. The maximum force comes out at 0.039 hartree/bohr. The value obtained for the total energy is -6979.86572 Eh. The energy above the lowest of the compared OMol25 structures with the same formula, charge and spin is 170.47 kJ/mol. The charge is -1.

```
56
C12H29NO8P2RuSe2Te, DFT ωB97M-V with the def2-TZVPD basis set
Ru 0.41386 -0.59183 -0.47643
O 0.93019 -3.76866 3.07398
C 0.18111 -3.70147 1.85690
C -1.14287 -2.94481 1.99820
C -1.92257 -3.63633 3.12831
O -3.22850 -3.09759 3.35117
C -1.00094 -1.45397 2.37398
Se 0.75779 -0.63462 2.04058
C -1.95480 -3.07257 0.70649
Se -1.06601 -2.49682 -0.96629
H 1.37937 -2.92029 3.17700
H -0.04653 -4.73298 1.57656
H 0.77571 -3.26836 1.05460
H -1.32907 -3.59688 4.04438
H -2.07449 -4.68532 2.86728
H -3.13768 -2.14752 3.48065
H -1.20671 -1.28442 3.43338
H -1.68443 -0.84371 1.78977
H -2.87090 -2.49504 0.79923
H -2.22813 -4.11741 0.54159
C -0.68737 -0.41219 -3.80235
P 0.83823 -0.30842 -2.79897
C 1.67628 -1.81231 -3.40087
C 1.74622 1.02955 -3.61978
H -0.47329 -0.60536 -4.85780
H -1.25649 0.51394 -3.70284
H -1.29490 -1.22010 -3.39591
H 1.95976 -1.72235 -4.45302
H 0.98258 -2.64298 -3.27161
H 2.56239 -2.02169 -2.80318
H 1.84767 0.81335 -4.68337
H 2.72923 1.11856 -3.15597
H 1.21357 1.97143 -3.48124
C -2.41190 5.11339 1.30809
C -2.51309 3.90714 0.40298
O -1.19931 3.43558 0.05139
P -0.71984 1.97706 0.52926
O -1.45054 0.87571 -0.17594
Te -0.69269 2.00685 2.92321
O 0.75800 2.05328 -0.10290
C 1.77006 2.90238 0.48897
C 2.79559 3.22953 -0.57037
H -3.39942 5.55815 1.45137
H -1.74688 5.85784 0.86679
H -2.01445 4.82637 2.28170
H -3.01677 4.16426 -0.52908
H -3.08522 3.10851 0.88083
H 2.21681 2.36238 1.32321
H 1.29235 3.80431 0.87272
H 3.23529 2.31012 -0.94844
H 3.58116 3.85497 -0.14231
H 2.32459 3.76265 -1.39873
O 4.38480 -1.49454 -0.39172
N 3.24409 -1.07783 -0.49275
O 3.00034 0.11714 -0.76081
O 2.25879 -1.86610 -0.29189
```

Atomic partial charges in e from the Löwdin method, atoms 1 to 8: 0.4524 -0.0868 -0.2672 -0.5711 -0.2181 -0.0652 -0.5245 0.6396

3.
Below is a molecular structure, C12H30AlN4O10 in a non-equilibrium geometry, with properties calculated with ωB97M-V with the def2-TZVPD basis set.

The maximum force comes out at 0.078 hartree/bohr. The value obtained for the total energy is -1688.10176 Eh. The energy above the lowest of the compared OMol25 structures with the same formula, charge and spin is 0.00 kJ/mol. The charge is +1.

```
57
C12H30AlN4O10, DFT ωB97M-V with the def2-TZVPD basis set
Al -5.97248 -1.30921 -9.03883
N -10.19417 4.34922 -6.82343
O -11.10917 4.66105 -7.52093
O -9.37158 3.50385 -7.16073
O -10.09826 4.92879 -5.77232
N -13.12441 -1.65322 -9.53580
O -11.97795 -1.47584 -9.80927
O -13.82631 -0.73239 -9.22091
O -13.66025 -2.70340 -9.47756
C -8.73459 -4.75702 -11.70398
O -8.02739 -5.16659 -10.50900
C -8.24732 -6.56113 -10.14350
C -7.51615 -6.87892 -8.82929
N -7.82173 -5.88635 -7.78542
C -9.16320 -5.94363 -7.21322
C -9.31843 -4.99300 -6.01389
O -8.78203 -3.64612 -6.31740
C -9.46527 -2.70128 -5.54918
H -8.13606 -4.80263 -12.61381
H -8.97076 -3.69430 -11.75821
H -9.66182 -5.29549 -11.89989
H -7.99644 -7.21991 -10.97486
H -9.32998 -6.67226 -10.08343
H -6.45058 -6.83461 -9.05443
H -7.74777 -7.86287 -8.42149
H -7.17804 -6.25219 -7.09843
H -9.32186 -6.95282 -6.83317
H -9.91776 -5.65171 -7.94366
H -8.87275 -5.46871 -5.14031
H -10.39178 -5.00750 -5.82469
H -8.86582 -1.80404 -5.39509
H -9.67768 -3.03735 -4.53428
H -10.38873 -2.45050 -6.07113
C -2.68878 0.87717 -5.65069
O -2.70638 1.09880 -7.12911
C -1.52299 1.76031 -7.60276
C -1.67300 2.11397 -9.05701
N -1.75685 0.94647 -9.88033
C -0.48624 0.12241 -9.91786
C -0.61865 -1.12215 -10.66633
O -1.80318 -1.87318 -10.47345
C -1.73676 -3.05234 -11.23647
H -1.71138 0.72945 -5.19138
H -3.34222 0.03166 -5.43569
H -3.12304 1.73734 -5.14117
H -0.64639 1.13007 -7.45282
H -1.41808 2.61240 -6.93117
H -0.97994 2.90860 -9.33331
H -2.62654 2.64184 -9.07197
H -1.81558 1.28776 -10.82910
H -0.14089 -0.24193 -8.95034
H 0.34201 0.66549 -10.37304
H 0.29397 -1.70112 -10.52477
H -0.71985 -0.98227 -11.74256
H -0.85398 -3.08563 -11.87498
H -2.58258 -3.16051 -11.91543
H -1.79577 -3.97882 -10.66530
```

Atomic partial charges in e from the Löwdin method, atoms 1 to 8: 0.9714 -0.6285 0.2301 0.1739 0.2200 -0.6618 0.1948 0.2383

4.
Below is a molecular structure, C12H30BCdF4KN2O4S in a non-equilibrium geometry, with properties calculated with ωB97M-V with the def2-TZVPD basis set.

Its spin multiplicity is 2. The maximum force comes out at 0.132 hartree/bohr. The value obtained for the total energy is -2475.70896 Eh. The charge is +1.

```
56
C12H30BCdF4KN2O4S, DFT ωB97M-V with the def2-TZVPD basis set
K 3.97205 -1.18160 4.20538
Cd -0.04618 -0.63156 3.00450
S -1.89262 1.43601 4.66385
O -0.77760 1.87161 5.57401
O -2.70683 2.51727 4.40644
O -1.28271 0.77576 3.48733
O -2.57351 0.51348 5.55315
B 2.32371 -0.06605 1.66112
F 2.39837 -1.30899 2.08703
F 2.72434 -0.29257 0.38357
F 1.11562 0.44261 1.71727
F 3.29951 0.68262 2.32759
C -1.04068 -4.00599 0.19536
C -0.26855 -2.75856 0.86080
N -1.09640 -1.75745 1.59050
C -2.16667 -2.46371 2.30025
C -3.02753 -1.75316 3.24573
C -1.52651 -0.71718 0.65927
C -2.48066 -1.13245 -0.50605
H -0.33381 -4.47766 -0.48726
H -1.96682 -3.87723 -0.36480
H -1.12932 -4.67697 1.04978
H 0.41616 -3.20338 1.58288
H 0.48093 -2.31178 0.20754
H -2.91384 -2.90284 1.63920
H -1.81955 -3.34979 2.83171
H -3.85452 -2.44239 3.41650
H -2.43616 -1.53652 4.13537
H -3.43492 -0.81891 2.85935
H -0.51598 -0.46278 0.33956
H -1.99322 0.16442 1.09866
H -2.80728 -0.29251 -1.11917
H -3.42900 -1.47883 -0.09526
H -2.03833 -1.87733 -1.16756
C 1.77511 0.08590 -4.01837
C 2.09602 1.53403 -4.17294
N 1.83950 2.47157 -3.07994
C 0.39661 2.42569 -2.59867
C -0.55499 2.58584 -3.78288
C 2.75344 2.15685 -1.92997
C 2.69557 3.20141 -0.78966
H 0.71432 -0.16466 -4.02634
H 2.20245 -0.30561 -3.09523
H 2.01613 -0.46494 -4.92753
H 3.11877 1.67121 -4.52402
H 1.56375 1.89397 -5.05342
H 0.28897 3.21689 -1.85670
H 0.14756 1.49235 -2.09373
H -0.23215 3.39643 -4.43619
H -1.58463 2.79168 -3.49035
H -0.65475 1.63846 -4.31261
H 2.52577 1.17998 -1.50336
H 3.80125 2.12958 -2.22903
H 1.75187 3.23902 -0.24548
H 3.39358 2.98960 0.02030
H 2.77434 4.20916 -1.19748
```

Atomic partial charges in e from the Löwdin method, atoms 1 to 8: 1.0278 1.5530 0.2337 -0.1434 -0.1677 -0.4820 -0.1736 -1.6006